Record 1
C38H50MoN7O3P | wB97M-V/def2-TZVPD

Its spin multiplicity is 3. The HOMO-LUMO gap (alpha / beta) is 6.88 / 7.75 eV. The net charge is +2.

```
100
C38H50MoN7O3P, DFT wB97M-V/def2-TZVPD
Mo 1.2767 -1.1533 -0.2186
C -0.9913 2.8333 2.8854
C 0.2216 3.6111 3.2468
C 0.2473 4.3872 4.4023
C 1.3345 5.1383 4.7413
C 2.4880 5.0881 3.9794
C 2.4589 4.3765 2.8042
C 1.3469 3.6696 2.4340
N 1.3969 2.8646 1.2100
C 1.4990 1.5178 1.2433
N 1.3990 0.9574 2.4472
C 1.3745 -0.4291 2.7909
C 1.3023 -1.4243 1.8134
C 1.2845 -2.7654 2.2452
C 1.3508 -3.0685 3.5932
C 1.3828 -2.0541 4.5473
C 1.4025 -0.7077 4.1656
C 1.4809 0.4197 5.1920
N 1.5895 0.7719 0.1454
C 1.9055 1.4116 -1.1074
C 0.9298 1.4293 -2.0897
C 1.2512 1.8621 -3.3586
C 2.5073 2.3297 -3.6181
C 3.4565 2.3617 -2.5951
C 3.1962 1.8792 -1.3388
C 4.3006 1.9866 -0.2907
H -1.1671 1.9703 3.5710
H -0.8970 2.5034 1.8584
H -1.8586 3.4766 2.9763
H -0.6523 4.3997 5.0227
H 1.2556 5.7631 5.6337
H 3.3745 5.5956 4.2667
H 3.3607 4.2825 2.2111
H 1.6216 3.3131 0.3316
H 1.4641 1.5998 3.2035
H 1.2416 -3.6114 1.5752
H 1.3967 -4.0842 3.9060
H 1.4516 -2.3907 5.6043
H 1.2231 0.0171 6.1940
H 0.7092 1.1616 4.9974
H 2.4599 0.9090 5.2257
H -0.1010 1.2019 -1.8084
H 0.4979 1.8424 -4.1343
H 2.8160 2.6665 -4.6114
H 4.4334 2.7332 -2.8483
H 5.2723 2.0210 -0.7605
H 4.2782 1.1322 0.4220
H 4.1678 2.9455 0.2398
O 1.6420 -3.0994 -1.1448
C 2.8700 -3.0101 -0.8730
C 4.0251 -3.9850 -1.0907
C 5.1546 -3.2808 -0.3457
C 4.5566 -1.9650 0.2197
O 5.1294 -1.1203 0.8844
N 3.2308 -1.8690 -0.2872
H 4.2220 -4.1343 -2.1541
H 3.7255 -4.9614 -0.6293
H 5.9637 -3.0198 -1.0315
H 5.6022 -3.8112 0.5044
O -0.5828 -1.2609 -0.9134
P -1.9275 -0.9863 -1.6026
N -1.8664 -1.5738 -3.1174
C -0.8176 -2.4584 -3.7147
C -1.4505 -2.9593 -5.0487
C -2.9378 -2.9026 -4.7284
C -3.1136 -1.6390 -3.8977
N -2.2440 0.6022 -1.5320
C -2.0969 1.2706 -0.2350
C -2.7002 2.6619 -0.4477
C -3.8285 2.4191 -1.4169
C -3.3045 1.2932 -2.3475
N -3.1608 -1.7256 -0.8880
C -3.2359 -3.1950 -0.8237
C -4.5633 -3.5346 -0.1335
C -5.3111 -2.1779 -0.0357
C -4.2130 -1.1419 -0.0008
H -0.6659 -3.2743 -3.0400
H 0.1099 -1.9259 -3.8021
H -1.0687 -3.9406 -5.2942
H -1.1909 -2.2841 -5.8812
H -3.2597 -3.7696 -4.1751
H -3.5023 -2.8536 -5.6279
H -3.9885 -1.6738 -3.2702
H -3.2305 -0.7422 -4.5042
H -1.0418 1.2670 -0.0048
H -2.6264 0.7501 0.6066
H -1.9376 3.3167 -0.9105
H -3.0563 3.0777 0.4874
H -4.0959 3.3000 -1.9854
H -4.7593 2.0279 -0.9404
H -2.8175 1.6887 -3.2462
H -4.1170 0.6035 -2.6128
H -2.3618 -3.5478 -0.2803
H -3.1754 -3.6478 -1.8057
H -4.3437 -3.9305 0.8670
H -5.1511 -4.2740 -0.6797
H -5.9459 -2.1319 0.8507
H -5.9293 -2.0424 -0.8949
H -3.8446 -1.0382 1.0036
H -4.5081 -0.1321 -0.3743
```

These are the Löwdin partial charges, in e, on atoms 1 to 6: 1.771 -0.025 -0.237 -0.030 -0.052 -0.043


Record 2
C38H50N4O5 | wB97M-V/def2-TZVPD

Its spin multiplicity is 3. The HOMO-LUMO gap is 7.83 eV. The net charge is 0.

```
97
C38H50N4O5, DFT wB97M-V/def2-TZVPD
O -1.3966 -6.9368 -6.4072
C -1.7159 -6.6046 -5.2529
C -3.0966 -6.1058 -4.6333
C -4.3704 -5.5105 -5.2866
C -5.5186 -5.0941 -4.3379
C -6.8844 -4.4138 -4.8940
C -6.9612 -2.9725 -4.1502
C -5.6344 -2.1866 -3.8421
C -5.6149 -0.8163 -3.0910
C -6.9600 -0.2061 -2.6269
C -8.2624 -0.9627 -2.9693
C -8.3146 -2.3297 -3.7185
C -5.4746 -5.2857 -2.7743
C -4.1980 -5.8872 -2.0911
O -4.0545 -6.0672 -0.6867
C -3.0364 -6.2584 -3.0732
C -1.5817 -6.8456 -2.7727
O -1.1923 -7.3418 -1.6998
N -0.8477 -6.6015 -4.0383
C 0.1073 -5.4357 -4.0092
C -0.5400 -4.0806 -3.8055
C 0.3339 -2.8114 -3.8069
C 1.8140 -3.1668 -4.0376
C 2.2224 -4.6224 -4.1783
N 1.4604 -5.8220 -4.1794
H -4.4368 -5.3763 -6.4123
H -6.6863 -4.2431 -6.0175
H -7.8019 -5.0590 -4.7020
H -4.5983 -2.5808 -4.1556
H -4.6079 -0.3127 -2.8686
H -6.9072 0.7840 -2.0490
H -9.2492 -0.4808 -2.6452
H -9.3278 -2.8232 -3.9306
H -6.3743 -4.9577 -2.1399
H -3.8010 -5.1889 -0.3032
H -1.6665 -3.9940 -3.6529
H -0.0344 -1.7453 -3.6838
H 2.5962 -2.3386 -4.0993
H 3.3556 -4.8027 -4.3103
C 3.0969 1.3373 0.9612
C 1.8411 0.4466 0.7499
C 1.2879 -0.0758 2.0991
C 2.0429 -1.2609 2.6834
C 2.1823 -2.3660 1.6432
C 2.8461 -1.8649 0.3453
N 2.1720 -0.6476 -0.2159
O 1.0075 -1.0564 -0.7898
C 4.3407 -1.5876 0.6401
C 2.8918 -3.0309 -0.6747
C 0.7799 1.4508 0.2144
H 4.0355 0.8634 0.6839
H 3.0617 2.2370 0.3381
H 3.1893 1.6653 2.0010
H 0.2426 -0.3841 1.9682
H 1.2681 0.7326 2.8373
H 3.0213 -0.9434 3.0555
H 1.4976 -1.6480 3.5504
H 2.7623 -3.1907 2.0715
H 1.1892 -2.7769 1.4255
H 4.8430 -1.1615 -0.2337
H 4.8649 -2.5143 0.8938
H 4.5018 -0.9245 1.4902
H 1.9032 -3.4428 -0.8912
H 3.4924 -3.8615 -0.2925
H 3.3439 -2.7080 -1.6176
H 1.0516 1.8265 -0.7768
H 0.7018 2.3129 0.8848
H -0.2188 1.0120 0.1512
C 0.4609 6.2739 5.0817
C 1.5354 5.3026 4.5171
C 2.7261 5.1498 5.4959
C 3.7289 6.2935 5.4656
C 4.1803 6.5648 4.0357
C 2.9931 6.8367 3.0906
N 1.9463 5.7641 3.1544
O 2.4300 4.6844 2.4838
C 2.3954 8.2200 3.4470
C 3.5359 7.0402 1.6526
C 0.8059 3.9279 4.5149
H 0.4401 7.2484 4.6000
H -0.5515 5.8839 4.9328
H 0.5912 6.4408 6.1553
H 3.2727 4.2272 5.2617
H 2.3595 5.0250 6.5199
H 3.2982 7.1902 5.9203
H 4.5994 6.0303 6.0752
H 4.8698 7.4161 4.0326
H 4.7600 5.7059 3.6768
H 1.5032 8.4303 2.8496
H 3.1157 9.0185 3.2435
H 2.1396 8.3259 4.5014
H 4.1155 6.1858 1.2951
H 4.2039 7.9053 1.6075
H 2.7184 7.2210 0.9476
H -0.0180 3.9153 3.7947
H 0.3840 3.7209 5.5035
H 1.4765 3.0974 4.2808
```

These are the Löwdin partial charges, in e, on atoms 1 to 6: 0.098 -0.288 -0.023 0.045 -0.171 -0.128


Record 3
C38H51Cl3N2O3PdS3Si2Te | wB97M-V/def2-TZVPD

The HOMO-LUMO gap (alpha / beta) is 5.64 / 5.64 eV. The net charge is +2.

```
104
C38H51Cl3N2O3PdS3Si2Te, DFT wB97M-V/def2-TZVPD
Pd 2.0157 -0.5775 0.0055
C 0.9898 5.2090 1.5142
Si -0.3807 4.4420 0.5134
C -1.7170 3.8280 1.6439
C -1.0039 5.6261 -0.7547
C 0.2781 2.8899 -0.4117
Te 1.4396 1.7218 0.8968
C 3.3047 2.6171 0.4500
Si 4.6585 2.0688 1.6675
C 4.1243 2.4994 3.3901
C 4.6844 0.2022 1.4650
C 6.2424 2.8680 1.1734
H 0.5469 5.9791 2.1514
H 1.7343 5.7005 0.8819
H 1.5127 4.5180 2.1839
H -2.0031 4.5999 2.3621
H -1.4031 2.9503 2.2184
H -2.6108 3.5569 1.0809
H -1.4432 6.4890 -0.2455
H -1.7774 5.1885 -1.3894
H -0.2001 5.9947 -1.3956
H 0.9148 3.1247 -1.2642
H -0.5699 2.2850 -0.7434
H 3.1130 3.6934 0.4533
H 3.5404 2.3019 -0.5686
H 3.0843 2.2151 3.5782
H 4.2276 3.5658 3.6040
H 4.7393 1.9588 4.1145
H 3.9766 -0.2752 2.1530
H 5.6672 -0.2287 1.6768
H 4.4401 -0.0901 0.4361
H 6.1836 3.9534 1.2828
H 6.4941 2.6461 0.1340
H 7.0660 2.5189 1.8009
Cl -5.9583 3.0364 -4.4275
C -4.8793 1.6878 -4.3732
C -3.6104 1.8433 -3.8469
C -2.7736 0.7429 -3.7811
C -3.1623 -0.5126 -4.2382
C -2.2634 -1.7189 -4.1523
C -0.7946 -1.5200 -4.5280
N 0.0661 -0.7970 -3.5721
C 0.6351 0.4371 -3.8054
C 1.3755 0.7384 -2.7137
N 1.2573 -0.3004 -1.8171
C 0.4528 -1.2071 -2.3564
O -2.3137 -2.4582 -2.9307
C -2.7161 -1.8768 -1.6986
C -4.1719 -1.5575 -1.5784
C -4.6736 -0.4423 -0.9878
Cl -3.7684 0.7991 -0.1947
S -6.3812 -0.3889 -0.9780
C -6.4598 -1.9003 -1.7767
C -5.2275 -2.4128 -2.0230
C -4.4407 -0.6188 -4.7947
Cl -5.0263 -2.1267 -5.4301
C -5.3029 0.4611 -4.8563
H -3.2918 2.8088 -3.4783
H -1.7985 0.8727 -3.3278
H -2.6087 -2.4265 -4.9057
H -0.7109 -0.9801 -5.4698
H -0.3717 -2.5134 -4.6638
H 0.4917 0.9644 -4.7327
H 1.9954 1.5968 -2.5304
H 0.1511 -2.1375 -1.9053
H -2.1205 -0.9939 -1.4426
H -2.4643 -2.6656 -0.9874
H -7.4199 -2.3289 -2.0183
H -5.0557 -3.3585 -2.5182
H -6.2917 0.3463 -5.2776
O 0.0540 -2.0282 0.5792
S -0.8917 -1.3694 1.5644
C -1.8881 -2.6386 2.2979
C -1.3493 -3.8923 2.5592
C -2.1616 -4.8456 3.1478
C -3.4827 -4.5386 3.4686
C -4.0054 -3.2853 3.1899
C -3.2036 -2.3194 2.5926
C 0.1645 -0.8748 2.9189
C 1.4722 -1.3332 2.9492
C 2.3101 -0.9002 3.9742
C 1.8361 -0.0249 4.9396
C 0.5213 0.4311 4.8875
C -0.3223 0.0087 3.8729
H -0.3268 -4.1177 2.2827
H -1.7682 -5.8308 3.3600
H -4.1093 -5.2893 3.9317
H -5.0371 -3.0593 3.4235
H -3.6042 -1.3421 2.3471
H 1.8137 -2.0362 2.1952
H 3.3301 -1.2608 4.0289
H 2.4865 0.2990 5.7415
H 0.1582 1.1200 5.6389
H -1.3477 0.3589 3.8256
C 4.5660 -4.0096 1.1333
S 3.7474 -3.7528 -0.4214
C 5.1832 -3.5345 -1.4406
O 3.1164 -2.3787 -0.3295
H 4.9303 -5.0372 1.1615
H 3.8152 -3.8717 1.9098
H 5.3847 -3.2998 1.2509
H 5.8238 -4.4107 -1.3373
H 5.6953 -2.6302 -1.1112
H 4.8522 -3.4388 -2.4723
```

These are the Löwdin partial charges, in e, on atoms 1 to 6: 0.629 -0.184 0.393 -0.167 -0.164 -0.524


Record 4
C38H51N2O4P2RhS2Te | wB97M-V/def2-TZVPD

Its spin multiplicity is 5. The HOMO-LUMO gap (alpha / beta) is 7.29 / 4.55 eV. The net charge is 0.

```
101
C38H51N2O4P2RhS2Te, DFT wB97M-V/def2-TZVPD
Rh 0.1302 0.0241 -0.6997
C -2.2441 3.5882 -1.5013
C -0.8390 3.8759 -0.9813
C -0.7481 5.2355 -0.2662
P -0.2050 2.3882 -0.0277
C 1.4577 3.0862 0.4896
C 2.4674 2.6998 -0.5832
C 1.8827 2.5817 1.8602
C -1.1746 2.2831 1.5131
C -1.9894 3.2683 2.0461
C -2.6762 3.0661 3.2323
C -2.5645 1.8534 3.9015
C -1.8030 0.8378 3.3723
C -1.0940 1.0223 2.1666
N -0.4415 0.0144 1.5573
C 0.0144 -1.1027 2.1810
C 0.6961 -1.0662 3.4078
C 1.2782 -2.2092 3.9123
C 1.1865 -3.4071 3.2160
C 0.5324 -3.4614 1.9945
C -0.0647 -2.3289 1.4671
P -0.9659 -2.0989 -0.1048
C -0.9380 -3.6693 -1.1300
C 0.4673 -3.8530 -1.6981
C -1.4660 -4.9584 -0.4961
C -2.7075 -1.9760 0.5899
C -2.8875 -2.7889 1.8735
C -3.7787 -2.3182 -0.4440
H -2.5941 4.3969 -2.1412
H -2.9578 3.4588 -0.6895
H -2.2249 2.6752 -2.0897
H -0.1782 3.8979 -1.8579
H -1.7369 5.6812 -0.1809
H -0.1316 5.9268 -0.8366
H -0.3231 5.1665 0.7337
H 1.3749 4.1756 0.5071
H 2.5377 1.6110 -0.6372
H 3.4549 3.1011 -0.3639
H 2.1585 3.0676 -1.5605
H 1.8224 1.4918 1.8957
H 1.2511 3.0037 2.6424
H 2.9137 2.8752 2.0482
H -2.1047 4.2075 1.5353
H -3.2876 3.8553 3.6436
H -3.0856 1.6982 4.8353
H -1.7627 -0.1218 3.8693
H 0.8081 -0.1177 3.9136
H 1.8249 -2.1730 4.8445
H 1.6428 -4.3033 3.6062
H 0.5129 -4.3926 1.4493
H -1.6046 -3.4014 -1.9636
H 1.1845 -4.0845 -0.9099
H 0.7855 -2.9443 -2.2097
H 0.4840 -4.6681 -2.4192
H -0.9210 -5.2269 0.4046
H -1.3543 -5.7794 -1.2059
H -2.5226 -4.8805 -0.2552
H -2.7956 -0.9105 0.8418
H -2.6107 -3.8326 1.7429
H -3.9308 -2.7524 2.1830
H -2.2801 -2.3838 2.6791
H -3.9395 -3.3924 -0.5026
H -3.5164 -1.9614 -1.4399
H -4.7259 -1.8590 -0.1586
Te 2.4112 -1.2485 -0.0197
C 4.4383 -0.7122 -0.1975
C 5.4271 -1.3458 0.5091
C 6.7157 -0.8583 0.2341
C 6.7056 0.1450 -0.6849
S 5.1153 0.5075 -1.2219
H 5.2055 -2.1334 1.2087
H 7.6077 -1.2429 0.6950
H 7.5328 0.6902 -1.0924
C -6.2323 2.4182 1.1917
C -5.6639 1.9378 -0.1089
C -6.3792 2.0595 -1.2947
C -5.8902 1.5161 -2.4707
C -4.6771 0.8553 -2.4689
C -3.9153 0.7866 -1.3167
C -4.4127 1.3272 -0.1436
S -4.1984 -0.0575 -3.9373
O -3.7684 -1.3752 -3.5273
O -5.2767 0.0029 -4.8816
N -2.8896 0.8021 -4.5489
C -1.9317 -0.0232 -5.2799
C -0.4940 0.4000 -4.9555
C -0.2385 0.2150 -3.4633
O -1.0053 0.8424 -2.6797
O 0.6739 -0.5160 -3.0446
H -7.2213 2.8455 1.0495
H -5.5898 3.1728 1.6420
H -6.3075 1.5858 1.8916
H -7.3306 2.5706 -1.2996
H -6.4387 1.5831 -3.3962
H -2.9398 0.3192 -1.3295
H -3.8183 1.2742 0.7577
H -2.3877 1.1557 -3.7253
H -2.1324 0.0871 -6.3501
H -2.0740 -1.0759 -5.0025
H -0.3809 1.4612 -5.1919
H 0.2202 -0.1805 -5.5381
```

These are the Löwdin partial charges, in e, on atoms 1 to 6: 0.561 -0.113 -0.494 -0.113 1.080 -0.526